[1]
The following is a quantum chemistry calculation of the ion C35H28Cl2OP with charge +1, from OMol25.

Summary:
**HOMO-LUMO gap**: 6.83 eV
**Spin multiplicity**: 1
**Energy relative to the best compared isomer or geometry (same formula, charge and spin)**: 0.000 eV
**E_LUMO**: -3.48 eV
**Total charge**: +1
**Max |F|**: 0.05733 hartree/bohr

XYZ file:
```
67
Properties=species:S:1:pos:R:3:forces:R:3
Cl -4.49346 3.19476 -2.68981 -0.22 0.23 -0.09
Cl 8.27618 3.26265 -3.71783 0.36 0.24 0.10
P -0.65417 -0.95979 1.28351 -1.79 -0.02 -0.39
O 2.15925 1.65089 1.11810 -1.71 -1.95 0.72
C -0.57983 2.72782 -1.89402 -0.52 -0.24 0.14
C -1.82997 3.32481 -2.17541 -0.02 -0.76 -0.20
C -4.16310 1.95727 0.86693 0.18 0.05 -0.22
C 3.21502 0.69595 -1.87645 -1.83 -0.05 0.60
C 6.87045 2.55857 -3.03502 -1.11 -0.90 -0.54
C -1.80347 1.56856 1.25660 -0.08 -0.12 -0.26
C 5.63546 0.56734 -2.45517 -0.55 0.52 0.06
C -2.38016 -4.52950 0.34458 0.08 0.13 -0.34
C 4.45143 1.33722 -2.27871 1.09 0.71 0.13
C -1.72354 -0.86473 3.92183 0.11 0.11 -0.41
C -1.02012 -2.38148 5.68140 0.04 0.20 -0.25
C -1.07275 -2.49384 0.43990 -0.41 -0.08 -0.17
C -2.06905 -3.33125 0.98749 0.40 -0.07 -0.03
C -3.31231 -0.30452 0.85925 0.28 0.14 -0.11
C 4.52145 2.73835 -2.45220 0.81 -0.26 -0.08
C 0.76104 -0.21665 0.43459 1.72 0.28 -0.56
C 5.71917 3.34142 -2.85255 0.10 -0.47 0.39
C -2.87884 2.44734 1.11303 0.16 -0.06 0.05
C -1.87202 -1.37461 5.21769 0.06 -0.05 -0.34
C -2.02017 0.19806 1.08117 -0.35 -0.12 0.28
C -0.80711 -3.99649 -1.43055 -0.16 -0.16 -0.27
C 0.17436 -2.33539 3.56546 -0.37 0.22 0.01
C -2.80146 1.11428 -2.49662 0.59 0.53 0.12
C -0.44971 1.32110 -1.80102 -0.84 0.24 0.62
C 0.01810 -2.83772 4.86147 0.09 0.03 -0.37
C -4.37017 0.58427 0.71727 -0.14 0.01 0.05
C -1.74920 -4.86570 -0.86913 0.07 0.37 0.36
C -1.57138 0.53728 -2.17572 0.15 0.59 0.01
C 1.36225 0.75230 1.39492 1.93 2.13 0.63
C -2.93974 2.51328 -2.44863 1.11 -0.78 0.36
C -0.70574 -1.35022 3.07699 0.55 -0.40 0.34
C 6.82556 1.15987 -2.87481 -0.23 0.42 0.38
C 2.05838 1.32957 -1.48723 2.27 -0.39 -0.10
C -0.49717 -2.79706 -0.80122 -0.07 -0.08 0.57
C 0.78569 0.65149 -1.23132 -0.59 -2.67 -0.23
H 0.85471 -0.40462 -1.54166 -0.10 1.10 -1.37
H -3.47323 -1.38603 0.79464 -0.05 0.61 -0.20
H 5.60815 -0.50109 -2.21636 0.00 0.34 -0.32
H -5.35549 0.19838 0.45490 0.19 0.15 0.24
H -2.68269 -0.99191 5.84000 0.28 -0.16 -0.15
H 1.51288 -1.05360 0.14938 -1.13 1.38 0.80
H -4.99401 2.65946 0.75804 0.29 -0.30 -0.01
H 0.29354 3.36433 -1.73929 -0.39 -0.14 0.15
H -2.00786 -5.79214 -1.38358 0.12 0.24 0.22
H -2.59890 -3.02009 1.90159 0.45 -0.43 -0.36
H 0.70463 -3.60963 5.20619 -0.22 0.18 -0.01
H -1.47642 -0.54226 -2.25222 -0.01 0.06 0.22
H -3.12336 -5.19945 0.77906 0.19 0.22 -0.17
H -1.17200 -2.81670 6.67351 0.13 0.22 -0.37
H -2.41706 -0.11261 3.53255 0.24 -0.25 0.32
H 3.65860 3.36991 -2.24106 0.22 -0.19 -0.28
H 0.18117 -2.08328 -1.26155 -0.01 -0.42 0.03
H -0.79646 1.93603 1.48946 -0.52 0.06 -0.23
H 3.27104 -0.40248 -1.88797 -0.33 0.33 -0.12
H -2.69177 3.51963 1.15353 -0.15 -0.24 0.16
H 5.79574 4.41409 -3.00637 -0.12 -0.18 0.03
H 7.71736 0.55528 -3.05751 -0.31 0.28 0.10
H -3.65589 0.50862 -2.77298 0.10 -0.03 0.03
H 1.01949 0.65139 2.45881 0.22 0.17 -0.30
H 0.93622 -2.72026 2.88569 -0.04 -0.07 0.38
H -0.30994 -4.23854 -2.37585 -0.32 0.03 0.36
H -2.00917 4.39720 -2.19179 0.45 -0.13 0.03
H 2.14159 2.40489 -1.32793 -0.37 -0.33 -0.16
```
Positions in Å, forces in eV/Å.


[2]
The following is a quantum chemistry calculation of a cluster of 3 separate species, C22H30BF16N2O4 in total, from OMol25.

Summary:
**HOMO-LUMO gap**: 5.67 eV
**Spin multiplicity**: 1
**E_LUMO**: 2.06 eV
**Total charge**: -1
**Max |F|**: 0.01504 hartree/bohr

XYZ file:
```
75
Properties=species:S:1:pos:R:3:forces:R:3
F -5.49627 7.10077 3.31616 -0.03 -0.02 0.04
F -6.71399 8.68808 4.20953 0.02 0.02 0.01
F 2.21397 -8.01092 -3.87363 0.08 0.08 0.00
F -8.40397 6.85910 3.26633 0.08 -0.07 0.04
F 4.23443 -5.32137 -7.14526 -0.03 -0.04 0.03
F -6.65444 4.79086 3.96811 -0.03 0.05 -0.05
F 1.62053 -4.73809 -7.03933 -0.08 -0.01 -0.12
F -5.34313 4.97044 1.42596 -0.07 -0.02 0.06
F 3.83225 -5.72845 -3.05152 -0.02 -0.07 -0.10
F 3.69219 -7.45613 -1.71384 -0.06 -0.01 -0.02
F -5.63018 3.01208 3.20856 -0.04 0.01 0.05
F 2.72785 -4.26817 -5.20819 0.01 -0.08 -0.03
F 4.01980 -6.80722 -5.55462 -0.04 0.03 0.05
F -6.68860 3.36882 0.77036 -0.08 -0.10 -0.05
F -8.34988 8.62311 2.00305 -0.14 0.11 0.03
F 0.96379 -7.51251 -2.17169 -0.09 -0.16 0.08
O -2.14997 1.52468 3.13018 0.38 0.18 0.26
O 3.18114 -4.20507 0.01621 0.51 -0.09 -0.10
O -7.37267 6.81658 1.26220 0.47 -0.08 0.30
O 1.15775 -6.02308 -3.75903 0.54 0.24 0.01
N 3.69906 -0.23744 1.36744 -0.18 0.03 0.17
N 0.21973 3.45403 -0.47111 -0.16 -0.42 0.19
C 4.64428 -2.35708 0.52775 0.05 -0.53 -0.11
C 5.52656 -4.38668 -0.51737 -0.06 0.61 0.27
C 4.47181 -3.65595 0.01058 0.14 0.44 0.16
C 6.98798 -2.52123 -0.04665 -0.35 -0.47 -0.13
C -6.36711 8.08467 3.04695 0.12 0.10 0.03
C 1.10199 -5.99107 -5.16890 -0.62 -0.17 -0.12
C -7.63942 7.53603 2.39020 -0.18 -0.11 -0.26
C -1.77173 3.08191 1.28559 0.47 -0.61 -0.10
C 5.91967 -1.80134 0.49539 0.06 -0.68 -0.31
C 3.35481 -6.13495 -6.51446 0.10 -0.03 -0.17
C 2.49680 0.45358 1.90916 0.39 -0.12 -0.24
C 6.79477 -3.81173 -0.55097 -0.34 0.48 0.25
C -1.98904 2.91734 2.77542 -0.47 0.03 -0.34
C -6.67795 3.83733 3.01196 0.03 -0.19 0.07
C 2.99337 -6.42409 -2.25870 0.15 0.13 0.19
C 2.22450 -5.27910 -5.93757 0.09 0.14 0.39
C 1.82972 -6.99498 -3.07143 -0.28 -0.06 -0.16
C -7.64352 5.43055 1.15748 -0.50 -0.03 -0.38
C 0.83932 2.32492 1.79848 -0.14 -0.16 -0.37
C 2.12837 1.73108 1.18902 -0.50 0.05 0.45
C 3.44879 -1.63709 1.09100 0.25 0.38 -0.25
C -6.56266 4.43848 1.60925 0.26 0.35 -0.03
B -0.33280 2.48841 0.65517 0.17 0.46 0.16
H 2.62401 0.63690 2.97782 0.02 0.05 0.16
H -2.60214 2.55549 0.80380 -0.23 0.10 -0.16
H 0.38333 4.35684 -0.03442 0.00 0.16 -0.07
H -5.89703 8.81527 2.38561 -0.02 -0.01 -0.01
H 0.90708 -6.98059 -5.58513 0.21 -0.03 -0.03
H 1.06578 3.26279 2.31753 0.02 0.18 0.05
H -2.90082 3.43699 3.08824 -0.05 0.17 0.18
H 2.95593 -6.84728 -7.24233 -0.01 -0.01 0.03
H 1.92380 1.48322 0.15348 0.20 0.07 -0.34
H 3.06343 -2.17827 1.96634 -0.04 -0.19 0.11
H 7.60756 -4.37573 -0.97751 0.22 0.00 -0.03
H 7.97212 -2.08477 -0.08983 0.15 0.13 0.04
H 4.44887 -0.15419 2.03986 0.04 0.01 0.06
H 6.06401 -0.80623 0.87435 0.08 0.22 -0.01
H 5.35181 -5.38086 -0.88553 -0.03 -0.23 -0.13
H -7.60296 3.26103 3.10753 -0.01 0.03 -0.02
H 2.62985 -5.77373 -1.46056 0.00 0.00 -0.09
H -0.52760 3.60734 -1.14094 0.04 0.12 -0.15
H -1.17045 3.32341 3.36268 0.25 -0.07 0.09
H 0.21819 -5.38879 -5.37252 0.02 0.04 -0.02
H -0.51919 1.36674 0.16762 -0.02 -0.05 -0.10
H 1.64258 -0.21204 1.80946 -0.16 -0.19 0.06
H 2.94203 2.45046 1.23077 0.28 0.03 -0.12
H -3.09054 1.38511 3.19337 -0.30 -0.19 -0.06
H -8.61782 5.17998 1.57885 0.10 -0.03 0.19
H -7.71817 5.26948 0.08367 0.04 -0.02 -0.01
H 3.03372 -4.53162 0.90616 -0.29 -0.01 0.21
H 0.46117 1.64120 2.56377 -0.03 -0.04 0.20
H 2.67113 -1.68167 0.33519 -0.29 -0.05 -0.07
H -1.85763 4.13437 0.99946 -0.06 0.24 0.17
```
Positions in Å, forces in eV/Å.


[3]
The following is a quantum chemistry calculation of a structure of composition C4H7N3O, from OMol25.

Summary:
**HOMO-LUMO gap**: 8.34 eV
**Spin multiplicity**: 1
**Energy relative to the best compared isomer or geometry (same formula, charge and spin)**: 5.766 eV
**E_LUMO**: 0.26 eV
**Max |F|**: 0.12605 hartree/bohr

XYZ file:
```
15
Properties=species:S:1:pos:R:3:forces:R:3
O -2.95382 -0.07178 -0.39283 1.88 -3.57 2.75
N -0.77536 -1.41397 0.00521 -0.72 2.32 1.65
N -1.92517 0.61849 0.32685 2.25 1.42 -0.84
N 0.82459 1.71639 -0.31301 4.57 2.30 -3.98
C 0.72594 0.45208 0.30332 -2.16 -0.25 2.22
C 0.54744 -1.83900 -0.04086 2.39 4.35 -1.33
C -0.72724 -0.08972 0.26615 -0.96 -1.97 -1.68
C 1.46512 -0.76085 -0.12273 0.57 -3.29 0.79
H 1.40923 2.42379 0.26045 -1.23 -1.77 -1.19
H 1.54412 1.54573 -1.29547 -3.00 0.90 3.68
H 2.61192 -0.91081 -0.28185 -2.39 0.56 0.58
H 0.85009 -2.81711 -0.23690 -0.06 -1.58 -0.10
H -1.77115 1.66539 0.05606 -0.73 -2.60 0.24
H -2.56690 -1.20264 0.05586 -1.17 3.90 -2.28
H 0.74120 0.68401 1.40975 0.76 -0.71 -0.49
```
Positions in Å, forces in eV/Å.


Among the records above, which one has the lowest HOMO-LUMO gap? C22H30BF16N2O4